C18H32N4O20S4 | ωB97M-V with the def2-TZVPD basis set

Properties
E: -4021.2243 Ha
2S+1: 2
Charge: -1
LUMO energy (spin up / spin down): 1.16 / 1.16 eV
Frontier orbital gap (spin up / spin down): 1.9616 / 5.6788 eV

Cartesian coordinates (Å):
S 4.908964 2.229929 1.365362
S 2.203581 -2.735370 -2.485541
S -4.204375 -6.284705 3.337274
S 1.971953 3.392351 -3.446886
O -3.349589 -3.307439 -2.348979
O 3.654506 2.924075 0.531662
O 4.312863 1.530901 2.459380
O 2.662829 -3.735671 -3.420768
O 5.589981 3.685216 1.746317
O 0.413139 3.047518 -3.506441
O -1.339354 3.394690 5.216567
O 2.576951 2.907175 -2.204160
O 0.758901 2.884421 5.606505
O -1.800812 -1.866158 -3.095615
O -4.135389 -6.876701 4.716691
O 1.387290 -3.116745 -1.329550
O 1.727976 4.988906 -3.378145
O -3.428796 -4.837584 3.053129
O 1.393999 -1.682384 -3.352554
O -3.152927 -7.039002 2.362468
O 5.797411 1.507624 0.453363
O -5.466542 -6.192133 2.602204
O 3.378430 -1.625420 -1.989726
O 2.641700 3.072747 -4.665772
N -2.233059 -2.968513 -2.718490
N -0.198193 3.005962 4.858976
N -4.065993 1.247329 1.764840
N -0.085514 -1.490317 0.613979
C 0.315550 -0.478734 -0.281775
C 3.148498 -0.390076 -2.508811
C 0.392829 5.351939 -3.066332
C -3.286520 0.681991 0.765972
C -0.366461 4.042457 -2.803603
C -3.898964 -0.509491 0.445527
C -4.926450 -0.752600 1.276716
C 4.680172 4.768319 1.634020
C 0.522029 -1.250157 1.814433
C 1.300628 -0.146368 1.632748
C 1.221413 0.361571 0.388515
C -2.644591 -4.886946 1.890273
C -1.352601 -4.180727 -3.064278
C 3.706446 4.408425 0.554912
C -0.029090 2.593627 3.435817
C -2.518858 -6.271929 1.345910
C -5.052407 0.316978 2.105431
C 2.194217 -0.583224 -3.681243
H 2.785005 0.354426 -1.800513
H -0.852824 -2.138544 0.508519
H -3.468134 -1.104838 -0.345897
H 0.236293 -1.647796 2.777059
H -3.173743 -6.437341 0.490418
H -5.787539 0.537996 2.865129
H 1.552813 1.337023 0.064377
H -3.965006 2.194857 2.099624
H -2.104656 -4.969412 -3.086437
H -0.881112 2.009238 3.088477
H 0.903135 2.051967 3.275625
H 5.271642 5.656275 1.410887
H 0.031214 5.831097 -3.976135
H -1.358519 4.059238 -3.254868
H -1.458059 -6.465346 1.186523
H -0.166918 -0.355810 -1.240170
H 1.955254 0.347934 2.335279
H -0.578606 -4.416955 -2.334051
H 4.137870 -0.252014 -2.944911
H -0.950782 -4.232148 -4.076208
H 2.635775 -0.929931 -4.615543
H -5.553257 -1.632078 1.280319
H 0.470308 6.103728 -2.280881
H -0.358399 3.792174 -1.742753
H -2.933866 -4.126415 1.165005
H 2.701061 4.822277 0.632493
H 4.267534 5.129718 2.575946
H 4.004753 4.861795 -0.390377
H -2.404005 1.169826 0.379198
H -0.099143 3.595666 3.012606
H 1.507832 0.221551 -3.944534
H -1.691694 -4.503911 2.255475

Force components x, y, z for each atom (eV/Å):
-0.209 0.088 -2.407
-1.981 -0.016 1.276
0.110 -0.282 -1.029
0.978 -0.225 1.458
-4.599 0.001 1.420
0.944 1.036 0.451
0.693 0.773 -0.196
0.533 0.915 1.460
-0.094 -1.511 0.251
0.311 -0.136 -0.185
2.396 -0.511 -0.879
-1.420 1.096 -1.901
-0.702 0.428 -0.566
0.316 3.436 -0.823
0.066 2.395 -4.335
2.197 0.395 -2.232
1.273 -0.898 0.129
-1.984 -1.261 2.133
-0.878 -0.915 1.441
0.107 -2.083 1.909
-1.575 1.850 1.968
1.721 -0.361 1.989
-1.419 -4.484 0.970
-0.829 0.169 0.519
5.455 -4.106 -0.533
-1.617 -0.902 1.687
0.060 -0.897 0.060
0.315 1.670 -0.437
-0.434 -0.209 0.778
0.783 1.591 -2.181
-0.012 0.373 -0.826
-1.163 0.413 0.403
0.619 0.176 0.229
4.038 0.395 -2.494
-2.366 -0.842 1.494
0.456 1.264 0.722
-0.184 0.400 0.090
1.729 0.333 3.389
-2.274 -0.398 -3.182
1.657 2.488 -0.156
-1.685 -0.036 -0.009
-0.416 -0.809 -0.853
-0.380 0.759 0.044
-1.710 0.361 -0.031
0.028 1.680 0.453
-0.375 0.015 -1.344
0.286 -0.217 0.121
0.230 0.190 -0.549
-0.348 -0.443 -0.076
0.066 -0.635 -0.368
0.662 0.226 -0.468
0.125 0.013 -0.041
0.363 -0.267 -0.262
-0.125 -0.437 0.180
0.200 -0.345 0.368
0.007 0.046 0.353
-0.118 0.425 0.181
0.278 -0.220 -0.758
-0.298 0.091 0.100
0.136 -0.209 0.271
-0.346 -0.818 0.112
0.065 -0.487 -0.125
-0.091 -0.432 0.579
0.009 0.326 0.068
-0.037 1.663 0.104
0.346 0.871 -0.161
0.893 0.647 -0.065
0.000 0.090 0.038
-0.488 -0.364 0.258
-0.312 -0.102 -0.059
-0.719 -0.282 -0.130
-0.143 -0.518 0.799
-0.492 -1.120 0.426
0.551 -0.891 -0.376
-0.154 -0.056 -0.076
0.386 -0.277 -0.862
0.195 0.209 0.428
0.395 -0.296 -0.130